No. 1
Density functional theory data (wB97M-V/def2-TZVPD) for a single C4H8O3 molecule in a non-equilibrium geometry.

Element x y z (Å)
1 C -1.14484 1.01786 -0.91879
2 H 2.55221 -0.59888 1.14772
3 C 0.08125 -0.71834 0.04083
4 H -0.40156 1.80157 -0.64982
5 H -2.08497 1.53113 -1.08357
6 H -2.16346 -1.95446 -0.17182
7 O -2.29033 -1.16915 0.38196
8 H 2.72123 1.05995 0.47872
9 H -0.74391 0.62883 -1.87243
10 H 2.55689 -0.34712 -0.63397
11 O 0.89602 0.27378 0.42111
12 O 0.39834 -1.74034 -0.51982
13 C 2.28104 0.07285 0.33455
14 H -1.34730 0.33873 1.21291
15 C -1.28721 -0.17756 0.25278

As for the structure (SMILES): COC(=O)[C@@H](C)O. For the energy above the lowest of the compared OMol25 structures with the same formula, charge and spin, the calculation gives 40.36 kcal per mole. The calculation puts the total energy at -10419.2534 eV. The charge is 0. The LUMO energy comes out at 0.78 eV. The value obtained for the HOMO energy is -10.2 eV.

No. 2
Density functional theory data (wB97M-V/def2-TZVPD) for a single C5H11F3NOPSi molecule in a non-equilibrium geometry.

Element x y z (Å)
1 C -3.26908 -0.95484 0.98462
2 H -0.99449 1.33867 2.38839
3 N -0.51899 -1.72550 0.98803
4 H -3.60974 -1.31281 1.96189
5 O 1.53795 -0.56910 -0.91150
6 H -0.75345 -0.43586 -2.11646
7 C -1.57224 -0.15736 -1.31421
8 H 2.82298 0.85890 -1.85750
9 F 4.72121 0.97238 -0.37595
10 P 1.44487 -1.88694 0.04589
11 C -1.14457 1.35710 1.36062
12 H -1.50354 0.98539 -1.28763
13 H -1.88241 2.06815 1.01885
14 Si -1.49169 -0.44674 0.52002
15 H -0.26859 1.73832 0.85731
16 C 3.51078 0.51251 0.02936
17 F 2.97701 1.52349 0.65839
18 F 3.69747 -0.45861 0.84349
19 H -3.53899 -1.80627 0.28499
20 C 2.83678 -0.05712 -1.26931
21 H -4.00858 -0.38715 0.59717
22 H -2.51514 -0.37787 -1.76140
23 H 3.52247 -0.77874 -1.64506

As for the structure (SMILES): C[Si](C)(C)/N=P\OCC(F)(F)F. For the energy above the lowest of the compared OMol25 structures with the same formula, charge and spin, the calculation gives 37.76 kcal per mole. The calculation puts the total energy at -34216.4678 eV. The charge is 0. The LUMO energy (alpha / beta) comes out at -1.89 / -1.89 eV. The value obtained for the HOMO energy (alpha / beta) is -8.6 / -8.6 eV.

No. 3
Density functional theory data (wB97M-V/def2-TZVPD) for a molecular structure, C24H29InN3OSSi in a non-equilibrium geometry.

Element x y z (Å)
1 H -1.83574 -1.01043 2.85341
2 H 0.83963 -4.04716 -0.06925
3 C 2.77381 -4.39100 -0.90248
4 C 2.74779 0.39570 -0.21247
5 C 3.63150 -3.99019 -1.88536
6 C 3.23109 1.96958 2.31168
7 In -1.09228 0.98533 0.09032
8 C -0.15308 3.25736 0.89040
9 C -0.71200 5.43308 1.68558
10 C -2.24067 4.18249 0.39258
11 C -1.95046 -3.14511 2.35834
12 H 2.42280 -0.50872 0.25776
13 H 2.79249 4.34837 0.22680
14 H 2.04294 -1.28234 -3.10079
15 H 1.18749 4.48192 2.07936
16 H 3.86290 3.34472 -0.63448
17 H 2.94062 2.82210 2.90495
18 H -0.30928 -1.37507 -3.76428
19 C 0.18876 4.41430 1.63017
20 H -4.20146 4.69533 -0.53354
21 H 2.15719 3.54460 -1.17870
22 C -3.01375 0.04727 0.64412
23 S -0.38521 -1.93937 -1.48702
24 C 2.81309 3.44599 -0.33476
25 H -4.20465 3.26921 0.46815
26 N 0.56833 2.08523 0.76637
27 C 3.42954 -2.84575 -2.62712
28 C -1.76229 -5.40654 1.52059
29 H 3.84885 0.42704 -0.30508
30 H 3.03082 1.07860 2.86910
31 C -2.87854 -1.38272 1.00947
32 H 4.28299 2.02390 2.04400
33 O -0.20116 -0.39444 -1.34935
34 H 4.18883 -2.47294 -3.28331
35 Si 2.33085 1.96368 0.69743
36 H -1.38391 -3.47642 3.21859
37 H 2.38999 0.44265 -1.23966
38 C -3.58048 3.84726 -0.23090
39 C -2.22194 -1.80975 2.17748
40 H -0.91893 -3.07631 -3.57769
41 C -1.93582 5.33499 1.05306
42 C -3.12774 -3.69354 0.35005
43 H -3.29722 0.65740 1.51773
44 C -2.34980 -4.10242 1.42570
45 H -3.45442 -4.41679 -0.37364
46 C -0.94599 -2.05187 -3.19691
47 C 2.22460 -2.15516 -2.50278
48 H -3.45803 3.20262 -1.13185
49 C 1.56530 -3.69426 -0.77554
50 H 4.54718 -4.55465 -2.05279
51 H -1.98308 -1.68320 -3.17625
52 C -3.35363 -2.33521 0.14292
53 C 1.27429 -2.60140 -1.60079
54 H -0.48437 6.35198 2.22861
55 H -2.72633 6.08484 1.07671
56 H 2.95945 -5.30467 -0.33115
57 N -1.10054 -6.35447 1.55901
58 H -3.85469 -2.06658 -0.78792
59 H -3.79394 0.23686 -0.09361
60 N -1.36165 3.19410 0.28902

For the energy above the lowest of the compared OMol25 structures with the same formula, charge and spin, the calculation gives 0.00 kcal per mole. The calculation puts the total energy at -55758.5131 eV. The charge is +1. The LUMO energy comes out at -2.90 eV. The value obtained for the HOMO energy is -11.1 eV.

No. 4
Density functional theory data (wB97M-V/def2-TZVPD) for 14 unconnected molecules or ions with the total composition H28O14 in a non-equilibrium geometry.

Element x y z (Å)
1 H -1.64467 -1.59419 2.50702
2 O 1.90033 1.92881 1.57802
3 H -0.69467 2.77981 -1.52798
4 H 3.71833 0.65381 -0.55398
5 H -0.79067 -0.52819 0.41202
6 H -3.16767 -1.37819 -2.55898
7 O -3.72267 0.80981 0.29602
8 H 2.66833 -1.13619 0.66502
9 O -1.14767 -1.71519 3.32202
10 H -0.11567 3.14781 -0.11198
11 O 2.92733 0.17881 -0.37298
12 O 0.05333 -0.04619 0.38902
13 H -1.40767 -3.95019 -1.20598
14 O 1.47933 0.58181 -2.79898
15 H 0.59633 0.80981 -2.54698
16 O -1.13667 1.49781 2.24002
17 H 1.97633 0.58181 -2.01298
18 H -0.48167 -2.37119 3.06102
19 H -0.00667 0.86281 0.04202
20 H -3.14967 0.29481 0.84602
21 H -2.45067 -1.45119 -0.35298
22 O -2.31867 -1.18619 -2.06598
23 H -1.46767 2.13181 1.65802
24 H -0.67367 0.87981 1.66902
25 O -0.08967 2.49181 -0.82698
26 H -1.67867 -1.59719 -2.62598
27 H 0.82133 -1.36319 -0.58498
28 O 2.56033 -1.63219 1.49402
29 H -4.27167 1.49381 0.72902
30 H 2.09133 -1.08419 2.16902
31 H -0.22267 -3.26219 -0.64998
32 O -0.95567 -3.83019 -0.35698
33 H -1.80567 -2.46019 0.44802
34 H 1.45933 3.13181 -1.19598
35 H 2.17533 4.37581 -1.38598
36 O 1.08433 -2.09519 -1.09398
37 O -2.16067 -1.58019 0.54902
38 H 2.79833 2.18381 1.78302
39 H 1.67933 1.19581 2.20102
40 H 2.51933 0.58981 0.42802
41 H 0.83633 -1.82819 -1.97898
42 O 2.21633 3.48781 -1.67698

For the energy above the lowest of the compared OMol25 structures with the same formula, charge and spin, the calculation gives 42.21 kcal per mole. The calculation puts the total energy at -29119.8214 eV. The charge is 0. The LUMO energy comes out at -0.35 eV. The value obtained for the HOMO energy is -10.6 eV.